1.
Here is C16H32AlBBeClF5LiN3O12PS2 as an isolated structure at a distorted geometry from the OMol25 dataset. Energies are from ωB97M-V/def2-TZVPD.

## Properties
**Molar mass**: 737.74 g mol⁻¹
**HOMO**: -9.33 eV
**Total charge**: +1
**LUMO level**: -7.38 eV
**Gap between HOMO and LUMO**: 1.947 eV

Each line ends with the Löwdin charge.
Positions of all 76 atoms, in Å:
C (3.26280, 0.19116, -1.39997)  -0.139
C (2.39042, 1.52604, -0.96053)  -0.234
N (1.08202, 1.68779, -1.70291)  -0.083
C (0.49851, 2.99764, -1.16912)  -0.162
C (-0.73193, 3.55979, -2.09766)  -0.125
N (-2.03604, 3.45630, -1.66238)  0.031
C (0.06841, 0.60741, -1.31912)  -0.261
O (0.15922, 0.11226, -0.07954)  0.005
O (-0.93208, 0.25333, -2.33709)  -0.104
C (-1.11312, -1.20180, -2.46369)  -0.194
P (-2.22856, -1.96668, -1.08114)  0.817
O (-3.04914, -3.19490, -1.64992)  -0.300
O (-3.31022, -0.73545, -0.46614)  -0.404
O (-1.23495, -2.58303, 0.22656)  -0.409
H (2.57509, -0.66100, -1.85930)  0.085
H (3.79470, -0.20221, -0.42479)  0.098
H (4.04399, 0.50092, -2.22546)  -0.186
H (2.30494, 1.57013, 0.20603)  0.134
H (3.06508, 2.45968, -1.27395)  0.142
H (1.34790, 3.80887, -1.20284)  0.138
H (0.16061, 2.89020, -0.05394)  0.144
H (-0.50036, 4.07782, -3.14524)  0.145
H (-2.03566, 2.98208, -0.71501)  0.034
H (-1.71543, -1.37041, -3.48040)  0.088
H (-0.10392, -1.80620, -2.60537)  0.149
H (-2.77575, -0.15182, 0.17456)  0.130
H (-0.28569, -2.73764, -0.10062)  0.090
Be (5.18978, 0.28494, -3.70170)  0.350
F (-3.21022, -1.10791, -4.56955)  -0.452
B (-0.21025, -1.34584, 3.24078)  -1.086
F (0.68379, -2.15781, 2.43136)  0.003
F (-0.66995, -0.20776, 2.46173)  0.043
F (-1.35290, -2.14546, 3.65129)  0.006
F (0.49821, -0.87236, 4.41880)  0.055
C (4.11403, -1.90728, 5.17673)  -0.092
C (4.79972, -1.75719, 3.83457)  -0.325
O (4.03056, -2.39109, 2.82324)  -0.101
H (3.98298, -2.96548, 5.42561)  0.071
H (4.69679, -1.42775, 5.96827)  0.076
H (3.11513, -1.45955, 5.15359)  0.066
H (5.78850, -2.22506, 3.85527)  0.112
H (4.92281, -0.70178, 3.57260)  0.109
H (3.15749, -1.96271, 2.80726)  0.065
Al (-1.11022, -4.38504, 1.47916)  1.024
Cl (-4.11022, 0.66724, -1.74584)  0.678
O (-0.67600, 0.24946, -6.73848)  -0.089
S (-0.41021, -1.19947, -6.67914)  0.328
O (-0.40508, -1.64099, -5.27265)  -0.169
O (0.90194, -1.48375, -7.28813)  -0.121
O (-1.46175, -1.92241, -7.41745)  -0.091
N (-0.78534, -10.67631, 1.86680)  0.042
C (-1.65980, -9.91311, 1.13784)  -0.087
C (-1.65750, -8.64148, 1.66617)  -0.107
C (-0.74509, -8.63607, 2.74817)  -0.175
C (-0.21887, -9.90458, 2.84774)  -0.125
H (-0.58815, -11.65547, 1.70556)  0.168
H (-2.20855, -10.33948, 0.30880)  0.129
H (-2.24818, -7.80749, 1.30995)  0.085
H (-0.49798, -7.79700, 3.38564)  0.018
H (0.50726, -10.32334, 3.53165)  0.118
C (-2.90052, 7.97590, -0.21810)  -0.224
C (-2.10519, 9.27774, -0.30342)  -0.220
C (-0.69449, 8.98759, 0.20629)  -0.227
S (-0.38942, 7.25868, -0.12454)  0.655
O (-0.26138, 6.56352, 1.13898)  -0.328
O (0.59940, 7.14190, -1.17766)  -0.341
C (-1.99722, 6.90151, -0.80501)  -0.250
H (-3.84890, 8.04318, -0.75909)  0.120
H (-3.12381, 7.74715, 0.83084)  0.122
H (-2.05914, 9.60918, -1.34791)  0.121
H (-2.57681, 10.07871, 0.27444)  0.118
H (0.05298, 9.59391, -0.31158)  0.107
H (-0.61879, 9.14459, 1.28577)  0.109
H (-2.30141, 5.88917, -0.53368)  0.083
H (-1.92861, 6.99580, -1.89287)  0.112
Li (-0.71022, -7.51943, 5.21083)  0.887

Atomic forces in eV per Å
-1.005 0.207 0.683
2.041 -0.166 0.098
-1.793 -0.567 1.422
-0.483 1.686 -0.657
-3.128 -0.707 1.772
5.331 0.041 -1.138
1.606 -0.817 4.735
-1.575 1.687 -7.913
2.835 -0.962 2.591
0.232 0.176 -0.742
-1.584 -5.090 -3.909
2.909 4.851 2.834
1.732 0.777 0.471
0.422 -0.120 -1.132
1.448 1.769 0.998
-0.901 0.638 -2.185
-1.630 -0.627 1.903
-0.195 -0.173 -2.164
-1.709 -1.951 0.604
-1.618 -1.656 0.009
0.453 0.175 -1.993
-0.568 -1.289 2.471
0.241 0.632 -1.136
0.077 0.472 1.730
-1.946 1.268 0.766
-0.768 -0.572 -0.689
-1.398 1.319 0.345
0.486 -0.050 -0.657
0.593 0.085 0.664
0.154 1.878 0.930
-0.902 -0.106 0.272
0.366 -1.796 0.944
0.987 0.016 -0.869
-0.971 -0.976 -1.838
-0.043 0.053 0.241
-0.272 0.064 0.158
-0.313 -0.068 -0.374
0.139 0.087 -0.041
-0.094 -0.040 -0.016
0.114 0.072 0.010
-0.170 0.000 -0.185
0.148 0.036 0.156
0.315 -0.214 0.036
-0.127 1.092 0.313
0.656 -1.091 0.387
0.188 -0.810 -0.483
-0.257 -0.110 -0.128
0.209 -0.257 -0.665
-0.501 0.485 0.695
0.281 0.693 0.632
0.114 0.639 0.376
0.061 0.184 0.151
-0.469 0.029 -0.407
-0.104 -0.594 0.252
0.135 -0.597 0.107
-0.009 0.277 0.047
0.084 0.162 0.141
0.065 -0.203 0.014
0.350 0.298 -0.461
-0.067 0.063 -0.146
-0.211 0.048 0.157
-0.216 0.279 -0.160
0.051 0.697 0.166
0.037 -0.056 -0.219
0.236 0.002 -0.422
-0.035 -0.293 0.505
-0.517 -0.161 -0.126
0.140 -0.040 0.092
0.009 -0.019 -0.145
-0.009 -0.055 0.152
0.112 -0.112 -0.108
0.017 -0.249 0.161
0.067 -0.157 -0.158
0.222 0.092 -0.089
0.066 -0.063 0.148
-0.141 -0.218 0.016



2.
Here is a 8-piece molecular cluster, C16H32Cl16 overall at a distorted geometry from the OMol25 dataset. Energies are from ωB97M-V/def2-TZVPD.

## Properties
**Multiplicity**: 2
**Molar mass**: 791.68 g mol⁻¹
**HOMO (alpha / beta)**: 0.13 / -8.41 eV
**Energy relative to the best compared isomer or geometry (same formula, charge and spin)**: 27.79 kJ/mol
**Total charge**: -1
**LUMO level (alpha / beta)**: 2.14 / 2.07 eV
**Gap between HOMO and LUMO (alpha / beta)**: 2.014 / 10.482 eV
**⟨S²⟩**: 0.751

Each line ends with the Löwdin charge.
Positions of all 64 atoms, in Å:
Cl (0.26577, 0.56590, -4.84814)  0.569
C (1.34710, 1.52732, -3.87783)  -0.767
C (2.53377, 0.87590, -3.36799)  -0.690
Cl (2.05940, -0.55916, -2.38642)  0.516
H (0.86930, 1.76110, -2.92643)  0.068
H (1.65751, 2.44910, -4.36984)  0.031
H (3.17958, 1.51478, -2.76560)  0.065
H (3.21039, 0.60140, -4.17727)  0.010
Cl (3.62412, 4.37393, -4.09502)  0.492
C (5.45606, 4.39477, -4.23891)  -0.627
C (6.05610, 5.29870, -3.17642)  -0.654
Cl (5.72188, 7.04411, -3.50957)  0.523
H (5.78423, 4.82462, -5.18529)  0.033
H (5.77618, 3.36190, -4.10180)  0.016
H (7.12103, 5.08096, -3.09510)  0.023
H (5.62997, 5.04958, -2.20459)  0.053
Cl (9.07803, 10.41262, -3.38492)  0.527
C (9.30116, 8.76526, -4.05709)  -0.694
C (9.36276, 7.58824, -3.07419)  -0.626
Cl (9.48216, 6.11438, -4.09068)  0.483
H (10.15578, 8.84783, -4.72860)  0.059
H (8.45123, 8.65082, -4.72986)  -0.005
H (8.38718, 7.61478, -2.58875)  0.035
H (10.21088, 7.66950, -2.39435)  0.070
Cl (1.89806, 8.04198, -2.15921)  0.503
C (1.36570, 7.48611, -3.79138)  -0.633
C (0.04591, 6.69568, -3.71483)  -0.653
Cl (-1.26267, 7.69895, -3.05444)  0.517
H (2.13496, 6.74275, -4.00056)  0.000
H (1.35359, 8.34143, -4.46694)  0.053
H (0.08024, 5.79011, -3.10913)  0.068
H (-0.30273, 6.49066, -4.72701)  0.063
Cl (4.89893, 10.35256, -1.52878)  0.534
C (5.25456, 10.92200, -3.16073)  -0.664
C (4.26348, 10.37973, -4.24084)  -0.694
Cl (2.66408, 11.08468, -4.10961)  0.559
H (6.24860, 10.54503, -3.40130)  0.014
H (5.22339, 12.00774, -3.25177)  0.068
H (4.10958, 9.30696, -4.12433)  0.003
H (4.70078, 10.65322, -5.20108)  0.031
Cl (8.04134, 1.57026, -4.49666)  0.482
C (8.03626, -0.07314, -5.22638)  -0.713
C (9.16609, -0.87758, -4.54739)  -0.676
Cl (9.14061, -2.48874, -5.29162)  0.516
H (8.13282, 0.06780, -6.30290)  0.055
H (7.06992, -0.55029, -5.06325)  -0.012
H (8.99777, -1.01795, -3.47965)  0.061
H (10.18514, -0.49517, -4.60563)  0.062
Cl (4.92973, -0.01263, -6.11849)  0.600
C (5.31471, 1.43625, -7.08737)  -0.655
C (4.08137, 1.87929, -7.90047)  -0.735
Cl (4.62236, 3.08936, -8.95435)  0.596
H (6.06704, 1.10012, -7.80089)  0.054
H (5.80650, 2.12721, -6.40267)  0.027
H (3.29631, 2.33416, -7.29642)  0.064
H (3.83487, 1.10711, -8.62922)  0.060
Cl (7.33019, 7.43490, -6.93476)  0.521
C (5.76356, 7.06735, -7.62611)  -0.714
C (4.53014, 7.96044, -7.31853)  -0.606
Cl (4.92450, 9.64033, -7.80874)  0.526
H (5.41859, 6.07666, -7.33008)  0.039
H (5.93978, 6.92842, -8.69277)  0.060
H (4.34671, 7.95859, -6.24408)  0.035
H (3.66390, 7.57132, -7.85362)  0.073

Atomic forces in eV per Å
-0.194 -0.273 -0.551
-0.644 1.757 1.452
2.367 -1.541 -0.449
0.437 0.121 -0.089
-0.951 0.535 -0.437
-0.322 -0.090 -0.242
-0.575 0.243 0.316
-0.143 -0.718 0.044
0.005 0.079 -0.240
0.518 0.661 0.510
-0.359 -0.988 0.544
0.187 -0.256 0.052
-0.379 -0.434 -0.504
0.005 0.170 -0.089
0.046 0.527 -0.349
-0.139 0.283 0.043
0.092 -0.108 0.563
0.020 -0.146 -1.146
-0.406 1.373 -0.721
0.097 0.096 0.316
0.225 -0.217 0.369
-0.081 -0.262 0.254
0.281 -0.482 0.417
-0.221 -0.211 -0.024
-0.235 0.117 -0.248
-0.064 -1.232 1.077
0.152 0.943 -0.429
-0.406 0.263 0.284
0.075 0.257 -0.664
-0.097 -0.185 0.099
0.337 0.166 -0.138
0.322 -0.352 0.015
-0.173 0.194 0.194
-0.697 -0.543 -1.417
1.280 -0.040 1.049
-0.601 0.474 -0.003
-0.038 0.151 -0.048
0.149 -0.030 0.496
0.307 0.022 -0.163
-0.236 -0.248 -0.067
-0.241 0.051 0.014
0.778 -0.147 0.663
-0.476 0.311 -0.084
0.182 -0.692 -0.208
0.429 -0.197 0.126
0.359 0.141 0.284
-0.408 0.090 -0.135
-0.277 0.300 -0.541
-0.588 -0.293 0.083
-0.028 -0.607 -0.461
0.771 -0.939 1.212
0.947 2.582 -1.770
0.016 0.124 0.019
-0.507 0.419 -0.223
-0.185 -0.739 -0.003
-0.733 -0.449 0.988
-0.119 0.255 0.387
-1.629 -0.770 -0.703
1.944 -0.147 0.108
-0.481 0.039 -0.061
0.429 -0.246 0.481
-0.187 0.528 -0.079
-0.060 0.086 -0.082
0.122 0.226 -0.090